Density functional theory data (the ωB97M-V functional and the def2-TZVPD basis) for a structure of composition C4H6N2O.

Summary:
HOMO (eV): -8.4348
Kohn-Sham gap (eV): 8.086
Total charge: 0
Energy relative to the best compared isomer or geometry (same formula, charge and spin) (kcal/mol): 185.5

Cartesian coordinates (Å):
O1 1.603789 2.294855 0.727288
C1 0.968656 1.320934 0.653001
N1 1.381704 -0.091269 -0.580338
C2 0.434902 -1.090938 -0.086768
C3 -0.731348 -0.226582 -0.472423
C4 -1.869432 0.208745 0.337831
N2 -0.721508 1.080558 -0.113094
H1 2.352521 -0.445918 -0.562328
H2 0.539716 -1.347547 0.979830
H3 0.410195 -2.004557 -0.688828
H4 0.339859 -0.064990 -1.518020
H5 -2.866503 0.341603 -0.085670
H6 -1.842546 0.025103 1.409517

Forces on atoms 1 to 6 (eV/Å):
-0.84 -1.31 -0.18
0.09 0.39 -0.37
-0.15 0.08 -0.18
-0.20 -0.07 0.06
-0.27 0.01 0.27
-0.26 -0.04 0.27